# C27H47F6NO13P

A 10-piece molecular cluster, C27H47F6NO13P overall in a non-equilibrium geometry (the ωB97M-V functional and the def2-TZVPD basis, the OMol25 dataset).

The HOMO-LUMO gap comes out at 8.852 eV. Its spin multiplicity is 1. As for the charge: -1. Its HOMO energy is -6.58 eV.

Bonds (Å) are listed after each position.
CARTESIAN COORDINATES (ANGSTROEM)
1 H -4.215 3.812 2.793  C51 1.091
2 C 3.234 -3.873 1.233  C7 1.550, H20 1.094, C75 1.509, H90 1.088
3 H -3.452 -0.474 -0.381  C45 1.086
4 H 0.135 6.478 -1.236  C13 1.091
5 C 1.907 4.366 1.863  H6 1.093, H11 1.091, H21 1.096, O26 1.421
6 H 0.858 4.410 2.168  C5 1.093
7 C 2.914 -2.383 1.517  C2 1.550, O18 1.446, H23 1.092, H30 1.084
8 C -4.571 -3.157 -1.662  O12 1.196, O33 1.351, C58 1.534
9 F -0.892 2.434 0.683  P60 1.653
10 H -2.495 -1.990 -0.499  C45 1.099
11 H 2.258 5.397 1.807  C5 1.091
12 O -5.107 -3.715 -2.574  C8 1.196
13 C -0.156 5.434 -1.357  H4 1.091, H36 1.093, H40 1.093, O70 1.435
14 H 1.623 2.876 0.640  O26 0.968
15 H -3.087 2.779 3.637  C51 1.095
16 F -1.149 0.472 -0.467  P60 1.606
17 H 0.542 -2.352 4.141  C31 1.085
18 O 3.699 -2.132 2.704  C7 1.446, C47 1.333
19 H 5.884 2.327 -0.424  C73 1.087
20 H 4.202 -3.868 0.725  C2 1.094
21 H 2.499 3.824 2.609  C5 1.096
22 O -2.070 -3.350 3.047  C28 1.354, C34 1.438
23 H 1.839 -2.348 1.705  C7 1.092
24 H 4.172 3.005 -0.105  C73 1.087
25 H -2.256 -0.115 -3.022  C57 1.074
26 O 2.150 3.688 0.638  C5 1.421, H14 0.968
27 H 3.384 1.160 -1.015  C62 1.088
28 C -1.843 -4.299 3.986  O22 1.354, O59 1.191, C95 1.504
29 H -0.165 -4.463 5.234  C95 1.088
30 H 3.110 -1.696 0.702  C7 1.084
31 C -0.487 -2.385 4.485  H17 1.085, C34 1.542, H66 1.092, C95 1.511
32 F 0.381 -0.569 0.893  P60 1.616
33 O -3.975 -1.949 -1.771  C8 1.351, C45 1.428
34 C -1.588 -2.059 3.456  O22 1.438, C31 1.542, H44 1.087, H50 1.089
35 H 2.131 -0.981 -1.361  C72 1.089
36 H 0.117 4.824 -0.491  C13 1.093
37 H -1.015 -1.852 -3.607  C86 1.094
38 H -2.963 1.729 1.370  O54 0.968
39 H 2.941 -1.461 -2.854  C72 1.090
40 H -1.224 5.328 -1.562  C13 1.093
41 H 0.339 4.187 -2.778  O70 0.964
42 F 0.844 1.383 -0.315  P60 1.623
43 F -1.376 0.598 1.889  P60 1.607
44 H -1.109 -1.616 2.587  C34 1.087
45 C -3.503 -1.553 -0.483  H3 1.086, H10 1.099, O33 1.428, C81 1.509
46 H -3.508 -4.331 -0.171  C58 1.092
47 C 4.137 -3.246 3.291  O18 1.333, O71 1.201, C75 1.511
48 C -1.981 2.063 -3.113  C57 1.423, H74 1.081, C76 1.360
49 H -1.636 -3.617 5.868  C95 1.095
50 H -2.409 -1.431 3.798  C34 1.089
51 C -3.349 3.164 2.646  H1 1.091, H15 1.095, O54 1.430, H94 1.088
52 H 2.510 2.608 -2.502  C63 1.090
53 H -4.512 2.996 -4.747  N89 1.001
54 O -3.746 2.052 1.838  H38 0.968, C51 1.430
55 H 1.042 -0.698 -4.164  C69 1.086
56 C 1.545 -2.843 -2.286  O68 1.201, C72 1.516, O91 1.344
57 C -2.596 0.819 -3.429  H25 1.074, C48 1.423, C77 1.361
58 C -4.368 -3.660 -0.228  C8 1.534, H46 1.092, C81 1.542, H93 1.091
59 O -2.340 -5.380 3.924  C28 1.191
60 P -0.250 0.915 0.788  F9 1.653, F16 1.606, F32 1.616, F42 1.623, F43 1.607, F79 1.624
61 C 5.229 3.659 -1.861  C73 1.520, O80 1.201, O82 1.342
62 C 4.188 1.546 -1.639  H27 1.088, C63 1.552, C73 1.536, H83 1.088
63 C 3.543 2.387 -2.773  H52 1.090, C62 1.552, H65 1.088, O82 1.433
64 H -5.318 -1.912 0.681  C81 1.093
65 H 3.552 1.852 -3.721  C63 1.088
66 H -0.640 -1.701 5.322  C31 1.092
67 H 2.546 -4.535 3.212  C75 1.100
68 O 2.257 -3.791 -2.098  C56 1.201
69 C 0.755 -0.746 -3.118  H55 1.086, C72 1.573, H84 1.087, C86 1.503
70 O 0.674 5.032 -2.456  C13 1.435, H41 0.964
71 O 4.945 -3.229 4.179  C47 1.201
72 C 1.973 -1.391 -2.358  H35 1.089, H39 1.090, C56 1.516, C69 1.573
73 C 4.907 2.616 -0.804  H19 1.087, H24 1.087, C61 1.520, C62 1.536
74 H -1.146 2.183 -2.437  C48 1.081
75 C 3.467 -4.422 2.620  C2 1.509, C47 1.511, H67 1.100, H78 1.086
76 C -2.618 3.076 -3.759  C48 1.360, H85 1.076, N89 1.389
77 C -3.675 1.133 -4.198  C57 1.361, H88 1.078, N89 1.381
78 H 3.933 -5.401 2.635  C75 1.086
79 F 0.649 1.571 1.971  P60 1.624
80 O 6.008 4.571 -1.820  C61 1.201
81 C -4.314 -2.320 0.533  C45 1.509, C58 1.542, H64 1.093, H92 1.088
82 O 4.438 3.494 -2.933  C61 1.342, C63 1.433
83 H 4.869 0.856 -2.133  C62 1.088
84 H 0.531 0.199 -2.630  C69 1.087
85 H -2.425 4.134 -3.737  C76 1.076
86 C -0.319 -1.738 -2.771  H37 1.094, C69 1.503, H87 1.091, O91 1.430
87 H -0.984 -1.438 -1.960  C86 1.091
88 H -4.397 0.490 -4.674  C77 1.078
89 N -3.732 2.503 -4.360  H53 1.001, C76 1.389, C77 1.381
90 H 2.462 -4.258 0.571  C2 1.088
91 O 0.213 -3.006 -2.376  C56 1.344, C86 1.430
92 H -3.927 -2.355 1.549  C81 1.088
93 H -5.175 -4.305 0.122  C58 1.091
94 H -2.544 3.680 2.127  C51 1.088
95 C -0.933 -3.720 5.035  C28 1.504, H29 1.088, C31 1.511, H49 1.095